Entry 1:
DFT (ωB97M-V/def2-TZVPD) results for a structure of composition C50H36F2N5O5PS2SeY.

```
103
Properties=species:S:1:pos:R:3:forces:R:3
Y -0.713125 -0.362976 -0.452421 0.307 -0.561 -0.242
O -1.050268 -2.629836 0.134496 0.054 0.108 0.024
N -1.107675 -3.673714 -0.649475 -0.041 -0.046 -0.011
C -0.739306 -4.862758 -0.129883 -0.051 0.099 -0.072
C -0.789083 -6.017301 -0.863355 0.009 0.041 0.046
C -1.222735 -5.937221 -2.188632 0.019 -0.062 0.020
C -1.579172 -4.720411 -2.706488 -0.027 0.016 -0.064
C -1.523278 -3.537991 -1.944996 0.035 -0.104 0.191
S -1.923932 -1.997210 -2.525683 -0.015 0.175 -0.197
H -0.410638 -4.785950 0.894761 0.014 -0.071 0.006
H -0.478386 -6.947438 -0.410296 0.000 -0.009 -0.010
H -1.268266 -6.824191 -2.808615 0.003 -0.009 0.008
H -1.905583 -4.619635 -3.731865 -0.005 0.004 0.003
O 1.694206 -3.569990 -1.685725 0.059 0.168 0.063
C 2.102274 -2.423109 -1.460807 -0.034 -0.607 -0.174
O 1.486586 -1.516346 -0.837037 -0.108 0.919 0.211
C 3.482957 -2.072115 -2.044371 0.059 0.034 0.003
C 4.079613 -3.055085 -2.830876 -0.108 -0.069 0.007
C 5.303237 -2.859653 -3.445217 0.098 0.021 -0.041
C 5.967157 -1.655116 -3.266456 -0.043 0.008 0.027
C 5.393766 -0.669887 -2.477688 0.017 -0.027 -0.053
C 4.151619 -0.849666 -1.863298 0.017 0.092 0.137
P 3.371125 0.544391 -0.945014 -0.739 -0.325 -0.365
C 3.528795 0.027951 0.792440 -0.021 0.125 0.149
C 4.011090 -1.203700 1.218735 0.023 0.046 0.004
C 4.061438 -1.504529 2.572980 0.048 -0.053 -0.029
C 3.631762 -0.580911 3.512390 -0.011 0.026 0.073
C 3.148505 0.651974 3.095974 -0.035 0.000 0.018
C 3.090662 0.949854 1.744329 0.044 -0.076 0.072
C 4.687251 1.809425 -1.030461 0.259 0.067 0.056
C 5.731825 1.921461 -0.116771 0.077 0.043 -0.007
C 6.680089 2.925702 -0.242407 0.057 0.028 0.010
C 6.601923 3.831842 -1.290666 -0.005 0.026 -0.042
C 5.563013 3.733145 -2.207205 0.059 0.061 0.003
C 4.609949 2.735606 -2.070338 -0.003 0.033 0.035
H 3.527278 -3.978806 -2.943026 0.020 -0.010 -0.002
H 5.740383 -3.640640 -4.056673 -0.018 -0.009 -0.003
H 6.929669 -1.476826 -3.732400 0.002 -0.013 -0.003
H 5.923279 0.263108 -2.340570 0.031 -0.019 -0.025
H 4.337134 -1.936505 0.491485 0.006 -0.018 0.010
H 4.424030 -2.475515 2.890403 -0.011 0.002 0.010
H 3.639490 -0.830978 4.566234 0.003 0.004 -0.002
H 2.772671 1.366654 3.818748 0.007 -0.015 0.017
H 2.673531 1.895183 1.421020 0.003 0.003 -0.027
H 5.797034 1.215511 0.701240 0.017 -0.010 0.022
H 7.485472 3.001058 0.478882 -0.004 0.001 0.009
H 7.340012 4.619353 -1.386435 0.002 -0.001 -0.004
H 5.485215 4.446986 -3.018931 0.004 -0.004 -0.001
H 3.782483 2.679165 -2.768886 -0.028 -0.047 0.003
F -4.395915 4.250162 -0.769301 0.026 -0.022 -0.008
C -3.344064 3.612236 -1.357776 -0.054 0.026 0.033
C -2.849650 2.451235 -0.806894 -0.024 0.091 -0.085
C -1.772185 1.778907 -1.401398 -0.175 -0.065 -0.194
C -1.209500 2.367000 -2.561016 -0.031 0.137 0.056
C -1.768573 3.531201 -3.087563 0.020 0.008 0.019
F -1.295549 4.086103 -4.248023 -0.008 -0.004 0.011
C -2.836886 4.181797 -2.511663 0.032 -0.070 0.030
C -0.055804 1.685125 -3.202727 0.047 -0.002 -0.041
C 0.861791 2.312665 -4.054067 -0.108 -0.053 0.038
C 1.858368 1.559349 -4.646096 0.032 -0.011 -0.041
C 1.910097 0.194025 -4.417528 -0.054 -0.078 0.037
C 0.989182 -0.343080 -3.533501 -0.003 0.025 -0.038
N 0.072040 0.384590 -2.904360 0.093 0.141 0.076
H -3.322648 2.057339 0.085734 0.026 -0.025 0.006
H -3.257154 5.077933 -2.943390 0.008 0.006 -0.017
H 0.782431 3.371262 -4.241465 0.034 0.000 -0.014
H 2.583435 2.037133 -5.295978 0.000 -0.005 0.002
H 2.655040 -0.445414 -4.871870 0.015 0.024 -0.026
H 0.959860 -1.403778 -3.319446 0.053 0.011 -0.008
Se -0.937229 2.787962 3.964194 0.055 -0.206 -0.058
N -0.524941 1.424325 5.086438 -0.027 0.104 0.023
C -0.227111 0.378956 4.307837 -0.031 0.088 0.063
C 0.169526 -0.882232 4.766552 0.029 -0.015 0.101
C 0.479519 -1.856081 3.829050 -0.022 -0.011 -0.151
C 0.367317 -1.574866 2.473292 0.105 -0.070 0.081
N -0.034831 -0.395890 1.979307 0.109 -0.208 -0.023
C -0.309456 0.582702 2.870244 -0.113 0.138 -0.026
N -0.662680 1.798431 2.468549 0.080 0.078 -0.031
H 0.239260 -1.055393 5.833675 -0.001 -0.038 -0.009
H 0.809498 -2.842761 4.127320 0.004 0.001 0.031
H 0.593756 -2.330339 1.734192 0.010 -0.015 -0.010
O 0.623376 1.777084 0.064204 -0.040 -0.214 0.197
H 0.150747 1.967626 0.921432 0.032 0.047 -0.040
H 0.146600 2.306360 -0.587479 -0.010 0.119 -0.022
C -9.071094 2.293453 2.870043 -0.063 0.031 0.005
C -9.742350 1.463003 3.933593 -0.054 0.061 0.015
O -10.813287 1.773575 4.403000 0.026 -0.039 0.011
S -8.976097 -0.024496 4.533349 0.080 -0.051 -0.014
C -7.466373 -0.166166 3.616820 0.025 -0.037 -0.074
C -6.284319 0.391974 4.099392 -0.072 0.065 0.167
C -5.117213 0.317382 3.366956 0.064 -0.029 -0.049
C -5.085266 -0.329447 2.119772 -0.172 -0.049 0.024
C -6.278985 -0.912157 1.657045 0.110 0.057 0.003
C -7.445126 -0.830589 2.391879 -0.104 -0.038 0.011
C -3.894601 -0.378235 1.355932 0.106 0.103 -0.009
C -2.850067 -0.338045 0.718613 -0.136 -0.005 0.110
H -9.135224 3.332370 3.192193 0.020 0.012 -0.052
H -9.658025 2.187836 1.956014 0.021 0.008 -0.013
H -8.042879 2.017845 2.664550 0.018 -0.002 0.026
H -6.286421 0.902443 5.055697 -0.018 -0.009 -0.009
H -4.204825 0.762841 3.742293 0.010 0.003 -0.005
H -6.265169 -1.419864 0.701861 -0.006 -0.006 -0.002
H -8.355422 -1.277755 2.009369 -0.011 0.010 0.027
```
Positions in Å, forces in eV/Å.

Calculated values
- Total charge: -2
- Highest occupied orbital energy (spin up / spin down): -0.0417 / -0.1006 hartree
- 2S+1: 2
- Lowest unoccupied orbital energy (spin up / spin down): 3.9 / 3.9 eV
- ΔE to the lowest compared entry with this formula, charge and spin: 0.000 eV
- HOMO-LUMO gap (spin up / spin down): 5.03 / 6.63 eV
- Maximum force: 0.95 eV/Å

Entry 2:
DFT (ωB97M-V/def2-TZVPD) results for a structure of composition C50H37N8OPt.

```
97
Properties=species:S:1:pos:R:3:forces:R:3
Pt 0.474488 0.326720 -0.233217 -0.043 -0.117 -0.035
C -3.561840 5.073934 4.196225 -0.059 0.004 0.004
C -4.215486 3.916197 3.790675 0.046 0.023 0.001
C -3.555227 2.987667 3.001905 -0.042 -0.065 0.087
C -2.235271 3.208062 2.611680 0.047 -0.101 -0.033
C -1.586013 4.362194 3.033051 0.054 0.114 0.011
C -2.247369 5.295615 3.819526 -0.006 -0.062 -0.067
C -1.487698 2.227735 1.773211 -0.179 0.096 -0.052
C -1.969453 1.896229 0.492260 -0.331 0.240 -0.066
C -3.264833 2.328906 -0.067189 0.216 -0.014 0.126
C -3.442697 1.662711 -1.215284 0.114 -0.166 -0.092
C -2.249166 0.851599 -1.443292 -0.080 0.365 0.123
N -1.386840 1.067890 -0.385512 0.099 -0.288 -0.102
C -1.995247 0.088091 -2.579961 -0.166 -0.032 -0.075
C -0.744870 -0.419390 -2.924088 0.311 -0.081 0.005
C -0.367913 -1.105057 -4.133843 -0.140 0.021 0.039
C 0.980072 -1.238393 -4.120556 0.150 0.136 0.148
C 1.448783 -0.627800 -2.889785 0.257 -0.172 -0.086
C 2.832021 -0.489134 -2.398513 -0.090 -0.113 -0.042
C 3.847064 0.090518 -3.193297 0.013 0.020 -0.026
C 5.158749 0.284132 -2.686329 0.043 0.027 0.010
C 6.138718 0.869238 -3.455011 -0.023 -0.003 -0.009
C 5.859255 1.296494 -4.751039 0.022 0.004 -0.001
C 4.572377 1.149674 -5.262557 -0.014 -0.007 0.016
C 3.582821 0.565347 -4.505281 0.036 0.014 -0.002
C 3.077455 -0.925260 -1.017569 -0.068 0.055 -0.175
N 2.280531 -0.558516 -0.032680 -0.174 -0.135 0.181
C 2.765046 -1.104845 1.156998 0.109 0.121 -0.252
C 2.282793 -0.797953 2.414764 -0.008 -0.003 0.194
C 2.936527 -1.459773 3.581113 -0.052 0.064 -0.095
C 3.677163 -0.722226 4.499926 0.089 -0.020 0.011
C 4.292805 -1.359405 5.566796 -0.014 -0.005 -0.019
C 4.166493 -2.732587 5.726039 0.011 0.019 0.019
C 3.429190 -3.471195 4.812610 -0.012 0.006 -0.025
C 2.820284 -2.837624 3.738931 -0.013 -0.001 0.025
C 1.245611 0.124215 2.671944 0.076 -0.024 0.104
C 0.832340 0.596994 3.976738 0.015 -0.056 -0.048
C -0.145305 1.503584 3.786582 -0.023 0.064 -0.160
C -0.405159 1.567550 2.348450 0.175 -0.222 0.326
N 0.472353 0.733884 1.728775 -0.062 0.090 -0.139
C 3.941927 -1.866899 0.828848 -0.056 -0.001 0.100
C 4.130095 -1.769045 -0.510973 -0.014 0.082 -0.047
N 0.421359 -0.200414 -2.189982 -0.364 0.105 0.188
C -3.130617 -0.122138 -3.524379 0.129 0.029 0.040
C -3.082207 0.405790 -4.811013 -0.036 0.036 -0.058
C -4.146301 0.221203 -5.681780 0.022 -0.007 0.052
C -5.261414 -0.495956 -5.271994 -0.014 -0.002 -0.017
C -5.315843 -1.021173 -3.988733 0.019 0.000 0.016
C -4.255310 -0.831544 -3.115173 -0.030 -0.035 -0.015
H -4.082736 5.804501 4.800600 -0.004 -0.004 0.011
H -5.238402 3.734760 4.092121 -0.009 0.002 0.010
H -4.062385 2.072076 2.718232 0.020 0.008 -0.058
H -0.572170 4.555555 2.708106 -0.011 0.008 0.010
H -1.738808 6.204206 4.109967 0.013 0.004 0.019
H -3.910392 3.063833 0.381167 -0.001 -0.006 0.040
H -4.275784 1.734017 -1.893676 0.010 -0.018 -0.036
H -1.052864 -1.426711 -4.899532 -0.019 -0.004 -0.008
H 1.613592 -1.692607 -4.863537 0.006 -0.019 -0.005
H 5.394528 -0.008227 -1.672864 -0.018 0.016 -0.022
H 7.129089 1.007183 -3.043010 0.007 -0.001 0.002
H 6.633679 1.753874 -5.351226 0.003 0.003 -0.002
H 4.343461 1.505166 -6.258120 -0.001 0.000 -0.002
H 2.586905 0.493214 -4.916602 -0.036 -0.022 0.005
H 3.797816 0.345411 4.365499 -0.031 0.021 -0.008
H 4.879333 -0.782756 6.269212 -0.002 0.001 0.009
H 4.647147 -3.224655 6.560625 -0.001 -0.014 0.003
H 3.328869 -4.541495 4.932910 0.002 -0.006 0.003
H 2.242873 -3.406994 3.020792 0.001 -0.021 -0.005
H 1.241392 0.261106 4.913446 0.033 -0.001 0.017
H -0.695331 2.056102 4.528929 -0.015 0.023 0.000
H 4.565351 -2.377025 1.543381 -0.012 -0.028 0.027
H 4.917511 -2.200219 -1.105838 -0.011 -0.031 0.000
H -2.221144 0.984838 -5.121317 0.014 -0.008 0.001
H -4.105809 0.644869 -6.675975 -0.006 0.000 -0.010
H -6.090261 -0.641191 -5.951565 -0.006 0.000 0.000
H -6.184480 -1.579013 -3.665690 -0.008 -0.002 -0.007
H -4.294865 -1.242186 -2.113229 0.006 -0.002 0.007
N -0.453921 6.095407 0.568951 0.014 0.098 0.025
C -0.232143 5.223158 -0.155075 0.026 -0.220 0.064
N -0.063135 4.239441 -1.026721 -0.282 0.241 -0.231
C 0.691113 3.246534 -0.844197 0.327 -0.158 0.083
N 1.387113 2.288202 -0.798128 0.057 0.133 -0.020
C -1.176990 -4.611109 -0.641278 -0.012 -0.044 0.011
N -1.751003 -3.826447 0.441281 -0.012 0.059 0.070
C -2.753118 -4.476548 1.274364 -0.030 -0.029 -0.070
C -1.306524 -2.582826 0.687832 0.011 0.099 -0.031
C -1.922601 -1.835261 1.846106 -0.001 -0.059 -0.046
O -0.429865 -2.061165 -0.016083 0.012 -0.040 0.023
H -0.817571 -5.566002 -0.255334 0.010 0.005 -0.004
H -0.350166 -4.062811 -1.078881 0.002 0.003 -0.007
H -1.929848 -4.805816 -1.407473 0.007 0.001 0.002
H -3.158389 -5.320923 0.721188 -0.003 0.001 0.018
H -3.577298 -3.804395 1.502756 0.005 -0.001 0.013
H -2.328823 -4.849845 2.208535 0.014 -0.009 0.001
H -1.855772 -2.402856 2.774487 0.018 -0.008 -0.001
H -2.980089 -1.639452 1.659197 -0.001 0.015 -0.013
H -1.401353 -0.890756 1.957629 -0.020 0.012 0.027
```
Positions in Å, forces in eV/Å.

Calculated values
- Total charge: +1
- Highest occupied orbital energy (spin up / spin down): -0.3260 / -0.3924 hartree
- 2S+1: 5
- Lowest unoccupied orbital energy (spin up / spin down): -3.9 / -5.9 eV
- ΔE to the lowest compared entry with this formula, charge and spin: 0.000 eV
- HOMO-LUMO gap (spin up / spin down): 5.01 / 4.78 eV
- Maximum force: 0.44 eV/Å